Record 1
Below is the ion C4H8NO with charge +1 in a non-equilibrium geometry, with properties calculated with ωB97M-V with the def2-TZVPD basis set.

Calculated values
- SMILES = C/C=[NH+]/C=C\O
- max |F| (hartree/bohr) = 0.087
- ΔE to the lowest compared entry with this formula, charge and spin (kcal per mole) = 50.41
- charge = +1
- gap between HOMO and LUMO (eV) = 8.41

Each line ends with the Löwdin charge.
Element x y z (Å)
1 C 2.37468 0.09918 0.30035  -0.052
2 C 0.94354 0.14102 0.52906  -0.024
3 N 0.04636 -0.17359 -0.46439  0.090
4 C -1.34336 -0.31698 -0.95792  -0.018
5 C -2.47062 -0.10379 -0.22816  -0.169
6 O -2.62989 0.45246 0.93746  0.079
7 H 2.89724 0.32864 1.30361  0.132
8 H 2.68974 0.90359 -0.36727  0.109
9 H 2.76620 -0.81787 -0.16546  0.112
10 H 0.62780 0.45419 1.55166  0.146
11 H 0.52235 -0.56460 -1.25707  0.133
12 H -1.20018 -0.64757 -1.94444  0.105
13 H -3.32896 -0.25929 -0.91815  0.158
14 H -1.89489 0.50463 1.68072  0.200



Record 2
Below is a structure of composition C4H8NO2 in a non-equilibrium geometry, with properties calculated with ωB97M-V with the def2-TZVPD basis set.

Calculated values
- max |F| (hartree/bohr) = 0.103
- ΔE to the lowest compared entry with this formula, charge and spin (kcal per mole) = 123.22
- charge = -1
- gap between HOMO and LUMO (eV) = 6.70

Each line ends with the Löwdin charge.
Element x y z (Å)
1 C 0.87680 -0.12051 -0.31728  -0.209
2 C -0.23421 -0.50019 0.33683  -0.059
3 C 2.13943 0.09736 0.45112  -0.135
4 C -1.60308 -0.65898 -0.52282  -0.451
5 N -2.31322 1.01547 0.16806  -0.125
6 O -3.59238 0.56261 0.56378  -0.237
7 O -2.38910 -1.60994 -0.24480  -0.189
8 H 0.86729 -0.08229 -1.32846  0.043
9 H -0.23336 -0.62324 1.44140  0.109
10 H 2.95315 0.59652 -0.21846  0.095
11 H 2.51983 -0.63179 1.03722  0.018
12 H 1.83339 0.88079 1.07002  0.039
13 H -1.40568 -0.31465 -1.54738  0.088
14 H -2.62827 1.62315 -0.61991  0.028
15 H -3.52940 -0.37203 0.53552  -0.016



Record 3
Below is a structure of composition C4H8NO2 in a non-equilibrium geometry, with properties calculated with ωB97M-V with the def2-TZVPD basis set.

Calculated values
- max |F| (hartree/bohr) = 0.126
- ΔE to the lowest compared entry with this formula, charge and spin (kcal per mole) = 162.18
- charge = -1
- gap between HOMO and LUMO (eV) = 5.75

Each line ends with the Löwdin charge.
Element x y z (Å)
1 O 1.49451 -1.38306 1.13514  -0.119
2 C 1.00836 -1.34273 -0.06071  -0.335
3 C -0.20618 -0.81117 -0.48050  -0.329
4 C -0.80236 0.55500 -0.54564  -0.155
5 C 0.09024 1.78959 -0.15528  -0.571
6 O -0.55916 2.94280 -0.32447  -0.332
7 N -0.76232 -1.99278 -0.32996  0.099
8 H 1.70023 -1.78339 -0.80562  0.119
9 H -1.34099 -0.43757 2.39043  0.050
10 H -1.70579 0.65795 0.14845  0.111
11 H -1.17923 0.86256 -1.57305  0.131
12 H 0.44696 1.62828 0.89929  0.080
13 H 0.99392 1.64811 -0.74262  0.073
14 H -0.87517 -2.26087 0.71612  0.131
15 H -0.72683 0.01231 2.24416  0.046



Record 4
Below is the ion C4H8NO2 with charge -1 in a non-equilibrium geometry, with properties calculated with ωB97M-V with the def2-TZVPD basis set.

Calculated values
- SMILES = C[C@@H](CO)/N=C\[O-]
- max |F| (hartree/bohr) = 0.029
- ΔE to the lowest compared entry with this formula, charge and spin (kcal per mole) = 30.77
- charge = -1
- gap between HOMO and LUMO (eV) = 7.99

Each line ends with the Löwdin charge.
Element x y z (Å)
1 C -0.27941 1.61839 0.58918  -0.069
2 C -0.43116 0.72383 -0.67026  -0.397
3 C 0.96322 0.34903 -1.18210  -0.299
4 O 1.80611 -0.11809 -0.16876  -0.135
5 N -1.31457 -0.47662 -0.48800  -0.009
6 C -0.99148 -1.29447 0.48523  -0.483
7 O 0.03032 -1.23853 1.25861  -0.171
8 H 0.75470 1.84060 0.79777  0.059
9 H -0.69102 1.05020 1.41652  0.059
10 H -0.82594 2.54404 0.43029  0.052
11 H -1.02417 1.19598 -1.46604  0.101
12 H 1.42497 1.19734 -1.73658  0.101
13 H 0.93290 -0.42545 -1.97530  0.101
14 H 1.22386 -0.54598 0.52338  0.017
15 H -1.64096 -2.16467 0.59240  0.075



Record 5
Below is the ion C4H8NO2 with charge -1 in a non-equilibrium geometry, with properties calculated with ωB97M-V with the def2-TZVPD basis set.

Calculated values
- SMILES = CC(C)NC(=O)[O-]
- max |F| (hartree/bohr) = 0.025
- ΔE to the lowest compared entry with this formula, charge and spin (kcal per mole) = 0.00
- charge = -1
- gap between HOMO and LUMO (eV) = 7.83

Each line ends with the Löwdin charge.
Element x y z (Å)
1 C 1.86278 -0.91146 1.37025  -0.097
2 C 0.59019 -0.22892 0.90128  -0.489
3 C 0.71868 1.29304 1.11316  -0.077
4 N 0.24055 -0.58144 -0.44714  0.028
5 C -1.00216 -0.04238 -0.98826  -0.816
6 O -0.92349 0.30969 -2.18438  -0.096
7 O -1.97961 -0.07744 -0.21582  -0.078
8 H 1.78400 -1.99888 1.48735  0.067
9 H 2.71171 -0.67772 0.74106  0.060
10 H 2.12576 -0.53599 2.37402  0.064
11 H -0.22617 -0.55582 1.54805  0.126
12 H 1.43691 1.70298 0.39984  0.073
13 H 0.86659 1.52669 2.16907  0.062
14 H -0.23087 1.75512 0.80330  0.072
15 H 0.97855 -0.40148 -1.12275  0.102



Record 6
Below is a cluster of 2 separate species, C4H8NO2 in total, with properties calculated with ωB97M-V with the def2-TZVPD basis set.

Calculated values
- spin multiplicity = 2
- ⟨S²⟩ = 0.76
- max |F| (hartree/bohr) = 0.019
- ΔE to the lowest compared entry with this formula, charge and spin (kcal per mole) = 76.66
- charge = -2
- gap between HOMO and LUMO (alpha / beta) (eV) = 5.34 / 5.16

Each line ends with the Löwdin charge.
Element x y z (Å)
1 O 2.52100 1.49479 -0.18224  -0.129
2 C 2.24018 0.27206 -0.24888  -0.781
3 O 2.93077 -0.69878 0.14537  -0.131
4 C 0.87962 -0.07231 -0.92660  -0.164
5 C -0.30056 0.36427 -0.03103  -0.273
6 C -1.65096 -0.36479 -0.17443  -0.561
7 N -2.54579 -0.36053 0.96714  -0.236
8 H 0.81004 -1.14692 -1.06218  0.078
9 H 0.82218 0.44222 -1.88758  0.087
10 H -0.41365 1.44868 -0.07228  0.093
11 H 0.03770 0.12206 1.08358  -0.034
12 H -2.17464 0.12008 -1.02694  0.058
13 H -1.40562 -1.39718 -0.52979  0.055
14 H 0.19898 0.00568 2.16621  0.111
15 H -1.94925 -0.22934 1.77965  -0.174



Record 7
Below is a cluster of 2 separate species, C4H8NO2 in total in a non-equilibrium geometry, with properties calculated with ωB97M-V with the def2-TZVPD basis set.

Calculated values
- max |F| (hartree/bohr) = 0.068
- ΔE to the lowest compared entry with this formula, charge and spin (kcal per mole) = 154.87
- charge = +1
- gap between HOMO and LUMO (alpha / beta) (eV) = 10.33 / 6.48

Each line ends with the Löwdin charge.
Element x y z (Å)
1 C 1.31079 -0.69265 -0.04266  -0.123
2 C 1.99828 0.39789 0.70198  -0.200
3 C 0.84170 -0.72524 -1.23254  -0.136
4 C -1.78431 -0.39745 0.71636  0.124
5 N -1.26940 0.90292 0.23402  0.114
6 O 1.49384 1.48805 0.82252  0.053
7 O 0.18682 -0.51775 -2.29264  0.102
8 H 1.41224 -1.56881 0.59584  0.115
9 H 2.94017 0.10506 1.05576  0.117
10 H -2.16022 -1.10141 0.03010  0.069
11 H -1.79657 -0.60570 1.73049  0.062
12 H -1.52863 1.66811 0.93157  0.194
13 H -1.63261 1.27656 -0.65755  0.175
14 H -0.21265 1.10847 0.35296  0.115
15 H 0.20053 -1.33806 -2.94621  0.219



Record 8
Below is the ion C4H8NO2 with charge +1 in a non-equilibrium geometry, with properties calculated with ωB97M-V with the def2-TZVPD basis set.

Calculated values
- max |F| (hartree/bohr) = 0.103
- ΔE to the lowest compared entry with this formula, charge and spin (kcal per mole) = 73.26
- charge = +1
- gap between HOMO and LUMO (alpha / beta) (eV) = 7.59 / 7.60

Each line ends with the Löwdin charge.
Element x y z (Å)
1 C -0.28763 -1.51913 -0.09631  -0.054
2 C 0.82469 -1.35814 0.66967  -0.107
3 C 1.13096 0.82959 1.70170  -0.095
4 C -0.79465 0.77974 -1.02446  -0.064
5 N -0.95739 -0.62087 -0.86844  -0.056
6 O 1.48605 -0.31286 1.18049  0.084
7 O 2.02174 1.65388 2.13205  0.220
8 H -0.70860 -2.51200 -0.20184  0.146
9 H 1.27514 -2.19615 1.12438  0.119
10 H 0.06144 1.06284 1.61780  0.174
11 H 0.15364 0.98476 -1.65254  0.131
12 H -1.73274 1.16013 -1.52084  0.126
13 H -0.58650 1.19950 -0.04156  0.043
14 H -1.60682 -0.98760 -1.48020  0.110
15 H 2.90976 1.14812 2.00638  0.225



Record 9
Below is the ion C4H8NO2 with charge +1 in a non-equilibrium geometry, with properties calculated with ωB97M-V with the def2-TZVPD basis set.

Calculated values
- SMILES = OC[N@@H+]1C=COC1
- max |F| (hartree/bohr) = 0.054
- ΔE to the lowest compared entry with this formula, charge and spin (kcal per mole) = 71.55
- charge = +1
- gap between HOMO and LUMO (eV) = 10.78

Each line ends with the Löwdin charge.
Element x y z (Å)
1 O -0.99910 -0.43593 -1.93097  -0.009
2 C 0.28447 -0.64754 -1.43447  -0.118
3 N 0.61033 0.33897 -0.22090  0.001
4 C 0.92409 -0.31153 1.07212  -0.052
5 C -0.04050 -0.15390 1.96970  -0.042
6 O -1.08974 0.68479 1.56643  -0.026
7 C -0.71423 1.12167 0.24587  -0.019
8 H -1.46711 -1.26935 -1.71197  0.141
9 H 1.09825 -0.37682 -2.02605  0.113
10 H 0.30494 -1.75451 -1.14881  0.176
11 H 1.31012 1.12969 -0.53627  0.234
12 H 1.87470 -0.79008 1.36775  0.144
13 H -0.29165 -0.57137 2.98287  0.172
14 H -0.40925 2.22938 0.30833  0.182
15 H -1.39533 0.80652 -0.50363  0.103



Record 10
Below is a cluster of 2 separate species, C4H8NO3 in total in a non-equilibrium geometry, with properties calculated with ωB97M-V with the def2-TZVPD basis set.

Calculated values
- max |F| (hartree/bohr) = 0.038
- ΔE to the lowest compared entry with this formula, charge and spin (kcal per mole) = 4.94
- charge = -1
- gap between HOMO and LUMO (eV) = 8.98

Each line ends with the Löwdin charge.
Element x y z (Å)
1 C -0.58006 1.90004 0.12698  -0.035
2 C -1.34818 1.44632 -1.06114  -0.618
3 O -2.22724 2.12015 -1.61413  -0.043
4 N -1.08891 0.19126 -1.46995  0.137
5 H -1.39543 -0.10804 -2.38450  0.093
6 H -0.28492 -0.35186 -1.03046  0.052
7 H -0.76372 2.93795 0.43291  0.072
8 H 0.50307 1.90209 0.05343  0.077
9 H -0.76797 1.28823 1.01004  0.072
10 C 2.02313 -2.47509 1.30605  -0.056
11 C 1.18194 -1.23093 0.95298  -0.751
12 O 0.98267 -1.07932 -0.29137  -0.108
13 O 0.81020 -0.54641 1.90746  -0.050
14 H 1.43847 -3.04677 2.02940  0.056
15 H 2.93234 -2.19106 1.84764  0.056
16 H 2.33751 -3.12278 0.49091  0.049



Q: Which formula does entry 8 have?
A: C4H8NO2



Q: The lowest charge belongs to which entry?
A: number 6



Q: Among the records above, which one has the lowest max |F|?
A: number 6